## one
# C2H6NOS

A cluster of 2 separate species, C2H6NOS in total (the ωB97M-V functional and the def2-TZVPD basis, the Open Molecules 2025 dataset).

Structure (ORCA input):
```
! wB97M-V def2-TZVPD RIJCOSX def2/J DEFGRID3
* xyz 1 1
C 0.33756 -0.21900 -0.91731
C -0.61785 -0.38222 0.13788
N -0.33676 0.62084 1.36593
O 2.22110 -0.77920 -2.59507
S 1.28076 -1.40495 -1.66450
H 0.25367 1.38231 -1.49783
H -0.69469 -1.30650 0.58799
H -1.64792 -0.09256 -0.04929
H 0.17543 0.05069 2.06461
H -1.25428 0.91376 1.63734
H 0.28296 1.21683 0.93024
*
```

Summary:
E_HOMO (eV): -14.1
Frontier orbital gap (Eh): 0.3209

Atomic partial charges in e from the natural (NBO) method, atoms 1 to 2:
1. C -0.59
2. C -0.29

***

## two
# C2H6NOS

The ion C2H6NOS with charge +1 (the ωB97M-V functional and the def2-TZVPD basis, the Open Molecules 2025 dataset).

Structure (ORCA input):
```
! wB97M-V def2-TZVPD RIJCOSX def2/J DEFGRID3
* xyz 1 1
C 0.57041 0.24878 0.57402
C -0.82531 0.50989 0.15460
N -1.25810 -0.21679 -1.01135
O 2.73416 -0.97575 0.00091
S 1.38781 -0.31312 -0.66820
H 2.56522 -0.93244 0.96055
H -1.01349 1.46355 -0.17331
H -1.45625 0.34821 1.15462
H -1.54648 0.43075 -1.72448
H 0.85365 0.34411 1.56244
H -2.01162 -0.90719 -0.82978
*
```

Summary:
E_HOMO (eV): -14.8
Frontier orbital gap (Eh): 0.3131

Atomic partial charges in e from the natural (NBO) method, atoms 1 to 2:
1. C -0.33
2. C -0.30

***

## three
# C2H6NOS

A cluster of 2 separate species, C2H6NOS in total (the ωB97M-V functional and the def2-TZVPD basis, the Open Molecules 2025 dataset).

Structure (ORCA input):
```
! wB97M-V def2-TZVPD RIJCOSX def2/J DEFGRID3
* xyz 1 1
C 1.00575 -0.51511 -0.16927
C -1.36944 0.10795 0.33704
N 0.04424 0.36132 0.06983
O 0.36459 1.67997 -0.10396
S 2.66115 -0.36377 -0.01050
H -0.30411 -2.05370 -1.02077
H -1.40014 -0.69949 0.98799
H -1.76447 -0.28603 -0.63733
H -1.93313 1.07493 0.70296
H -0.32003 2.36935 0.09184
H 3.01559 -1.67543 -0.24783
*
```

Summary:
E_HOMO (alpha / beta) (eV): -14.6 / -14.4
Frontier orbital gap (alpha / beta) (Eh): 0.2795 / 0.3162

Atomic partial charges in e from the natural (NBO) method, atoms 1 to 2:
1. C 0.12
2. C -0.43

***

Which of them is least stable? Easy: three.

***

## one
# CH4FN

A structure of composition CH4FN (the ωB97M-V functional and the def2-TZVPD basis, the Open Molecules 2025 dataset).

Structure (ORCA input):
```
! wB97M-V def2-TZVPD RIJCOSX def2/J DEFGRID3
* xyz 0 1
C 0.57318 0.39254 0.17686
N -0.46630 -0.52954 0.05907
F 1.83458 -0.12561 -0.08981
H 0.62109 0.88288 1.14722
H 0.47381 1.37438 -0.85251
H -0.55717 -0.89050 -0.88242
H -0.33833 -1.30592 0.70054
*
```

Summary:
E_HOMO (eV): -10.7
Frontier orbital gap (Eh): 0.4348

Atomic partial charges in e from the natural (NBO) method, atoms 1 to 2:
1. C 0.23
2. N -0.85

***

## two
# CH4FN

A cluster of 2 separate species, CH4FN in total (the ωB97M-V functional and the def2-TZVPD basis, the Open Molecules 2025 dataset).

Structure (ORCA input):
```
! wB97M-V def2-TZVPD RIJCOSX def2/J DEFGRID3
* xyz 0 1
C 0.18294 -0.75588 -1.05042
N -0.59137 1.32054 1.20779
F -0.30039 0.39793 2.19138
H -0.45652 0.12135 -1.27556
H 1.22120 -0.97367 -0.98506
H -0.45080 -1.64869 -1.16449
H 0.39493 1.53842 1.07635
*
```

Summary:
E_HOMO (alpha / beta) (eV): -9.1 / -11.0
Frontier orbital gap (alpha / beta) (Eh): 0.3106 / 0.4030

Atomic partial charges in e from the natural (NBO) method, atoms 1 to 2:
1. C -0.52
2. N -0.03

***

Which of them is least stable? Easy: two.

***

## one
# C7H6GdNO7

A structure of composition C7H6GdNO7 (the ωB97M-V functional and the def2-TZVPD basis, the Open Molecules 2025 dataset).

Structure (ORCA input):
```
! wB97M-V def2-TZVPD RIJCOSX def2/J DEFGRID3
* xyz 2 8
O -0.23682 0.27109 -5.07743
C -0.82225 0.29942 -4.07429
Gd -0.14919 0.25268 -0.72272
O 2.16437 0.24051 -3.44052
C 1.42092 0.25070 -2.56007
C -2.55340 0.24661 -1.28435
O -3.70893 0.31080 -1.32654
C -0.90331 -1.87856 -1.65479
O -1.21434 -2.89383 -2.09984
C -0.92989 2.29643 -1.80789
O -1.30581 3.26461 -2.30971
H -1.56267 0.05368 -3.14775
N 1.87986 -0.61793 3.45218
C 0.46997 -0.19130 3.37819
C 0.29908 0.17482 1.94118
O -0.70573 0.83788 1.57199
O 1.15377 -0.31007 1.10448
H 1.92438 -1.65050 3.48945
H 2.33790 -0.29522 4.31036
H 2.36636 -0.31493 2.57543
H -0.19718 -1.01475 3.65390
H 0.27291 0.66786 4.02874
*
```

Summary:
E_HOMO (alpha / beta) (eV): -13.9 / -14.0
Frontier orbital gap (alpha / beta) (Eh): 0.1966 / 0.2040
Expectation value of S²: 16.741

Atomic partial charges in e from the Löwdin method, atoms 1 to 2:
1. O 0.18
2. C -0.01

***

## two
# C7H6GdNO7

A structure of composition C7H6GdNO7 (the ωB97M-V functional and the def2-TZVPD basis, the Open Molecules 2025 dataset).

Structure (ORCA input):
```
! wB97M-V def2-TZVPD RIJCOSX def2/J DEFGRID3
* xyz 2 8
O -0.02151 3.20315 -0.09054
C -0.01312 2.00572 -0.03692
Gd 0.00585 -0.02626 0.22540
C 0.01085 -2.01651 -0.10441
O 0.02070 -3.20434 -0.15143
C -0.00023 -0.01154 -2.20966
O -0.08860 -1.01373 -2.84064
C 1.98360 0.00476 -0.26900
O 3.18615 0.03489 -0.40595
C -1.98562 -0.02358 -0.26482
O -3.18011 -0.00726 -0.40468
H 0.09072 1.04057 -2.61643
N 0.96752 0.52424 5.03051
C 0.46187 -0.82649 4.52118
C 0.63957 -0.88919 2.94919
O 1.33672 -1.72148 2.52114
O -0.04708 0.03352 2.40905
H 1.95526 0.62984 4.79506
H 0.87542 0.53987 6.04102
H 0.42597 1.28035 4.62722
H 1.05390 -1.57014 4.98378
H -0.56263 -0.89441 4.79962
*
```

Summary:
E_HOMO (alpha / beta) (eV): -16.5 / -16.5
Frontier orbital gap (alpha / beta) (Eh): 0.2461 / 0.2360
Expectation value of S²: 16.222

Atomic partial charges in e from the Löwdin method, atoms 1 to 2:
1. O 0.20
2. C -0.11

***

Which of them is least stable? Easy: two.